(1)
{
  "formula": "C9H11N3",
  "method": "ωB97M-V/def2-TZVPD",
  "lumo_ev": 0.74,
  "smiles": "N#CCCCc1ncccc1N",
  "gap_ha": 0.325,
  "species": ["N", "C", "C", "C", "C", "C", "N", "C", "C", "C", "C", "N", "H", "H", "H", "H", "H", "H", "H", "H", "H", "H", "H"],
  "coordinates": [[1.85266, -3.58320, -2.08498], [0.95624, -3.40492, -1.35985], [-0.18208, -3.08437, -0.58121], [-0.81316, -1.66223, -0.76682], [0.21812, -0.53585, -0.84275], [-0.21224, 0.72307, -0.12321], [-1.45511, 1.14130, -0.42052], [-1.79919, 2.27522, 0.17597], [-0.96472, 3.08110, 1.01528], [0.23230, 2.53854, 1.42742], [0.67779, 1.39078, 0.74283], [1.98259, 1.01368, 0.99657], [0.10391, -3.20380, 0.43711], [-1.02183, -3.73185, -0.83752], [-1.48706, -1.46830, 0.14098], [-1.36917, -1.81702, -1.69926], [1.15112, -0.82220, -0.34781], [0.49781, -0.20374, -1.90997], [-2.83215, 2.59154, 0.11548], [-1.28263, 4.11230, 1.36635], [0.88444, 2.99153, 2.16419], [2.37089, 0.10186, 0.70150], [2.49149, 1.55655, 1.69022]]
}

---

(2)
{
  "formula": "C9H11N3",
  "method": "ωB97M-V/def2-TZVPD",
  "lumo_ev": 0.73,
  "smiles": "CCNc1nc2ccccc2[nH]1",
  "gap_ha": 0.305,
  "species": ["C", "C", "N", "C", "N", "C", "C", "C", "C", "C", "C", "N", "H", "H", "H", "H", "H", "H", "H", "H", "H", "H", "H"],
  "coordinates": [[-1.85080, 0.62228, -3.74028], [-0.72830, 0.59220, -2.75570], [-1.26709, 0.13844, -1.51531], [-0.42402, -0.07198, -0.45502], [0.83824, 0.31255, -0.30273], [1.16991, -0.01767, 0.95138], [2.40413, 0.24100, 1.59554], [2.43796, 0.01935, 2.94730], [1.36160, -0.52131, 3.60691], [0.14081, -0.85614, 3.01620], [0.08824, -0.61389, 1.64934], [-0.89566, -0.73869, 0.65500], [-1.49494, 0.83700, -4.80120], [-2.63486, 1.27411, -3.48407], [-2.25126, -0.36577, -3.83468], [-0.17298, 1.49675, -2.60022], [0.00052, -0.18011, -3.11192], [-2.06602, -0.48171, -1.55286], [3.16809, 0.74770, 1.03669], [3.31111, 0.26516, 3.56229], [1.37533, -0.60583, 4.72641], [-0.63893, -1.33719, 3.60666], [-1.87107, -0.75622, 0.80025]]
}

---

(3)
{
  "formula": "C9H11N3O",
  "method": "ωB97M-V/def2-TZVPD",
  "lumo_ev": -0.87,
  "gap_ha": 0.258,
  "species": ["C", "C", "C", "C", "C", "C", "C", "C", "C", "N", "N", "N", "O", "H", "H", "H", "H", "H", "H", "H", "H", "H", "H", "H"],
  "coordinates": [[-2.66197, -0.45559, -1.33825], [-2.95242, -0.94226, -0.02911], [-1.60610, 0.48720, -1.46192], [-2.19082, -0.59813, 0.99681], [-0.88156, 0.86915, -0.38744], [-1.09872, 0.30623, 0.92268], [1.51848, -1.40590, -0.18809], [-0.10939, 0.50048, 1.94903], [2.36393, -0.47298, -0.73436], [1.03142, 1.13387, 1.86853], [2.45725, 0.79507, -0.39046], [3.28721, 1.62267, -0.89484], [1.55248, -2.57584, -0.54025], [-3.44811, -0.52459, -2.06864], [-3.71036, -1.70917, -0.05044], [-1.40106, 0.78696, -2.56897], [-2.51250, -0.96564, 1.97657], [-0.23052, 1.72536, -0.45300], [0.83757, -1.10420, 0.63174], [-0.26308, -0.00367, 2.89240], [2.78911, -0.85944, -1.66452], [1.51972, 0.98099, 2.70109], [1.99062, 1.01628, 0.56801], [3.71884, 1.39316, -1.73656]]
}

---

(4)
{
  "formula": "C9H11N3O2",
  "method": "ωB97M-V/def2-TZVPD",
  "lumo_ev": -0.53,
  "smiles": "CC(C)=N[C@@H]1C=CC=C/C1=N/[N+](=O)[O-]",
  "gap_ha": 0.311,
  "species": ["C", "C", "C", "N", "C", "C", "C", "C", "C", "C", "N", "N", "O", "O", "H", "H", "H", "H", "H", "H", "H", "H", "H", "H", "H"],
  "coordinates": [[1.86231, -1.30397, -1.16439], [1.38663, -1.12693, 0.22133], [1.86142, -2.22400, 1.10819], [0.65259, -0.18411, 0.66728], [-0.02319, 0.79987, -0.07839], [0.38387, 2.14093, 0.32886], [-0.49061, 3.16658, 0.31685], [-1.86883, 2.90429, 0.13312], [-2.40201, 1.69664, -0.10308], [-1.56605, 0.51935, -0.04093], [-2.22773, -0.55140, 0.03011], [-1.65276, -1.76859, -0.21274], [-1.35130, -1.93287, -1.39980], [-1.61639, -2.60957, 0.66529], [1.40597, -2.25209, -1.50748], [3.01676, -1.41763, -1.12854], [1.72025, -0.58729, -1.92621], [2.77922, -2.63007, 0.86219], [1.10217, -2.92812, 0.88459], [1.77660, -2.01146, 2.20169], [0.14006, 0.71948, -1.29011], [1.42964, 2.25016, 0.47331], [-0.25621, 4.19890, 0.59695], [-2.62016, 3.64869, 0.38074], [-3.44225, 1.48319, -0.01881]]
}

---

(5)
{
  "formula": "C9H11N7O5",
  "method": "ωB97M-V/def2-TZVPD",
  "lumo_ev": -1.34,
  "gap_ha": 0.268,
  "species": ["O", "N", "O", "C", "C", "C", "N", "O", "O", "C", "N", "N", "N", "N", "C", "H", "H", "C", "C", "N", "C", "C", "O", "H", "H", "H", "H", "H", "H", "H", "H", "H"],
  "coordinates": [[0.76668, 0.92751, 4.06798], [-0.18275, 0.33976, 3.52381], [-0.79719, -0.59954, 4.09030], [-0.63315, 0.69605, 2.18786], [-1.60060, -0.09286, 1.52644], [-2.04966, 0.24187, 0.26335], [-3.14752, -0.43530, -0.35959], [-3.73835, -1.36045, 0.21111], [-3.51484, -0.02960, -1.51783], [-1.59397, 1.43871, -0.51831], [-0.41702, 1.96957, 0.15345], [0.14998, 3.15914, -0.25415], [0.82788, 3.64030, 0.72902], [0.70595, 2.85253, 1.83524], [-0.08422, 1.82300, 1.48641], [-1.97147, -0.99029, 2.01327], [-2.39428, 2.20437, -0.43872], [-0.66567, 2.25551, -4.05855], [-1.22233, 2.48486, -2.67269], [-1.34748, 1.17705, -1.90389], [-0.19337, 0.17028, -2.08666], [0.23283, 0.13760, -3.54907], [0.53288, 1.46629, -4.00627], [-1.44283, 1.79489, -4.69676], [-0.34025, 3.22148, -4.45941], [-0.52952, 3.11585, -2.10854], [-2.22749, 2.92680, -2.67006], [-2.23966, 0.69400, -2.20463], [0.63009, 0.50638, -1.44831], [-0.56522, -0.80652, -1.73888], [1.17555, -0.42031, -3.63921], [-0.56045, -0.33797, -4.16260]]
}

---

(6)
{
  "formula": "C9H11NO",
  "method": "ωB97M-V/def2-TZVPD",
  "lumo_ev": 0.67,
  "smiles": "N[C@H]1C[C@H]1Oc1ccccc1",
  "gap_ha": 0.354,
  "species": ["N", "C", "C", "C", "O", "C", "C", "C", "C", "C", "C", "H", "H", "H", "H", "H", "H", "H", "H", "H", "H", "H"],
  "coordinates": [[-2.70671, 0.38509, -0.85429], [-2.13290, -1.01311, -0.96948], [-1.45727, -1.56563, -2.29673], [-0.69053, -0.88058, -1.15799], [0.15012, 0.38575, -1.17897], [0.94211, 0.47947, -0.02008], [2.07059, 1.22123, 0.04087], [2.46145, 1.67141, 1.34985], [1.94318, 1.12321, 2.42724], [1.26488, -0.17547, 2.40948], [0.58011, -0.33644, 1.09234], [-1.74033, 1.04128, -0.66513], [-3.35894, 0.70254, -1.54598], [-2.50249, -1.76165, -0.28680], [-1.38667, -2.82670, -2.17269], [-1.76469, -1.04660, -3.43150], [0.01965, -1.63261, -0.71702], [2.03471, 1.72836, -0.93222], [3.10010, 2.68712, 1.32885], [2.41693, 1.56907, 3.35993], [0.85621, -0.70315, 3.29914], [-0.09953, -1.05262, 0.92116]]
}

---

(7)
{
  "formula": "C9H11NO",
  "method": "ωB97M-V/def2-TZVPD",
  "lumo_ev": 0.63,
  "smiles": "C1=CC2=CC[C@@H](C1)C2.N=C=O",
  "gap_ha": 0.314,
  "species": ["C", "C", "C", "C", "C", "C", "C", "C", "H", "H", "H", "H", "H", "H", "H", "H", "H", "H", "N", "C", "O", "H"],
  "coordinates": [[0.14455, -1.47306, -0.38873], [-0.68488, -0.94684, 0.53811], [0.01701, 0.20572, 0.93281], [1.16075, 0.18501, 1.67969], [2.32470, 0.72804, 0.84921], [1.70129, 0.56995, -0.56185], [1.42842, -0.93213, -0.94974], [0.29267, 1.13778, -0.28053], [-0.04373, -2.39205, -0.96526], [-1.47246, -1.48479, 1.04819], [1.27670, -0.24828, 2.59069], [3.24317, 0.11594, 0.95335], [2.47161, 1.79470, 1.07083], [2.37945, 1.02399, -1.29571], [1.29153, -0.85435, -2.06602], [2.34024, -1.61157, -0.72453], [0.32110, 2.12249, 0.01505], [-0.41265, 0.95324, -1.08936], [-4.29803, -0.26378, -0.77093], [-4.54985, 0.58134, 0.05759], [-4.59544, 1.13556, 1.05955], [-4.33614, -0.34693, -1.70242]]
}

---

(8)
{
  "formula": "C9H11NO",
  "method": "ωB97M-V/def2-TZVPD",
  "lumo_ev": 0.49,
  "gap_ha": 0.335,
  "species": ["C", "C", "C", "C", "C", "C", "C", "C", "C", "N", "O", "H", "H", "H", "H", "H", "H", "H", "H", "H", "H", "H"],
  "coordinates": [[0.01498, 0.53491, 2.79636], [0.91621, 1.56978, 2.44127], [-0.46169, -0.34722, 1.85268], [1.55991, 1.55691, 1.14723], [0.20082, -0.45706, 0.67422], [1.18890, 0.50941, 0.35884], [0.36264, -0.96251, -0.74895], [0.41019, -2.46199, -1.18711], [-1.29373, 0.85309, -2.04743], [1.47007, -0.07327, -0.93931], [-1.31395, -0.40821, -1.49054], [-0.44199, 0.71136, 3.72380], [1.30958, 2.22853, 3.13870], [-1.19865, -1.11267, 2.07896], [2.30346, 2.26658, 0.73682], [0.65791, -3.26747, -0.37300], [0.96133, -2.40574, -2.12790], [-0.69503, -2.58962, -1.40649], [-2.24565, 0.84115, -2.71992], [-0.42978, 1.22193, -2.70936], [-1.42658, 1.71012, -1.27276], [1.46980, 0.51234, -1.74738]]
}